ORCA calculation (ωB97M-V/def2-TZVPD) on a cluster of 5 separate species, C2H13O4S in total at a distorted geometry.

Last column: Mulliken charge in e.
Atoms and positions in Å:
C -0.972 -1.672 -1.254  -0.644
C -2.049 -0.978 -0.435  -0.391
S -1.543 0.780 -0.206  -0.185
H -0.567 -2.550 -0.759  0.243
H -0.117 -1.026 -1.470  0.025
H -1.284 -1.940 -2.270  0.286
H -2.278 -1.454 0.519  0.374
H -2.985 -0.990 -1.010  0.360
H -0.980 -0.711 2.031  0.260
H 0.078 -0.006 2.670  0.295
O -0.166 -0.939 2.503  -0.577
H 1.810 -0.287 -1.219  0.335
H 2.565 -0.761 -0.016  0.315
O 2.417 -0.989 -0.938  -0.583
H 0.064 1.134 -1.414  0.208
H 0.755 1.944 -2.476  0.294
O 0.946 1.253 -1.829  -0.619
H 2.549 1.716 1.471  0.311
H 1.209 1.446 1.756  0.290
O 2.031 1.505 2.252  -0.597

Summary:
ΔE to the lowest compared entry with this formula, charge and spin: 19.20 kcal/mol
DFT total energy: -783.06714 hartree
Kohn-Sham gap (alpha / beta): 10.70 / 7.00 eV
spin multiplicity: 2
HOMO energy (alpha / beta): -10.44 / -10.06 eV